Entry from the OMol25 dataset: one molecule with the formula C24H27NO7S (ωB97M-V/def2-TZVPD).

Cartesian coordinates (Å):
S (-0.689, -0.043, 2.671)
O (-0.349, 3.958, 1.051)
O (1.632, -1.573, -3.595)
O (1.550, 3.110, 1.910)
O (-0.635, 0.694, 1.438)
O (-1.003, -1.444, 2.574)
O (-1.049, -2.134, -4.386)
O (-2.444, 3.803, 3.622)
N (-0.415, 2.809, 3.786)
C (0.749, 3.191, 0.987)
C (-1.794, 0.791, 3.856)
C (0.869, 0.196, 3.607)
C (-0.672, -1.009, -3.728)
C (-0.676, -3.104, -1.681)
C (-0.252, 1.248, -2.114)
C (-0.152, 2.253, -1.090)
C (-0.347, -3.349, -4.189)
C (1.384, -4.887, -1.206)
C (0.415, 0.827, 4.911)
C (1.011, -4.589, -2.504)
C (0.623, -0.726, -3.237)
C (0.799, 0.377, -2.423)
C (0.870, 2.417, -0.230)
C (-1.685, -0.073, -3.521)
C (3.808, -2.513, -3.527)
C (-0.820, 1.686, 4.607)
C (2.904, -1.410, -3.000)
C (-0.287, -3.381, -0.380)
C (-1.281, 3.715, 3.294)
C (-0.012, -3.682, -2.755)
C (-0.625, 4.650, 2.263)
C (-1.485, 1.040, -2.738)
C (0.747, -4.269, -0.142)
H (3.421, -3.483, -3.227)
H (1.500, 0.850, 3.011)
H (0.134, 0.053, 5.627)
H (-1.326, 5.443, 1.999)
H (1.780, 1.841, -0.290)
H (0.299, 5.071, 2.677)
H (1.341, -0.772, 3.733)
H (-2.246, 0.036, 4.492)
H (-2.650, -0.285, -3.953)
H (4.810, -2.389, -3.127)
H (1.052, -4.482, 0.872)
H (1.515, -5.063, -3.335)
H (-0.785, -2.895, 0.446)
H (-1.025, -4.107, -4.600)
H (3.319, -0.428, -3.265)
H (0.575, -3.353, -4.784)
H (-2.550, 1.355, 3.321)
H (1.768, 0.571, -1.997)
H (-1.496, -2.424, -1.850)
H (2.181, -5.594, -1.025)
H (-1.038, 2.853, -0.936)
H (0.515, 2.795, 3.374)
H (-1.279, 2.072, 5.526)
H (1.201, 1.439, 5.356)
H (2.817, -1.480, -1.907)
H (3.850, -2.471, -4.612)
H (-2.300, 1.722, -2.556)

- Kohn-Sham gap (hartree) = 0.2908
- structure (SMILES) = CCOc1cc(/C=C/C(=O)OCC(=O)N[C@@H]2CCS(=O)(=O)C2)ccc1OCc1ccccc1
- calculated total energy (eV) = -51983.5503
- HOMO energy (Ha) = -0.290
- LUMO level (eV) = 0.013
- energy relative to the best compared isomer or geometry (same formula, charge and spin) (kcal per mole) = 0.0